{"formula": "C22H29F9IN8S", "method": "ωB97M-V/def2-TZVPD", "elements": ["F", "C", "F", "C", "C", "C", "C", "C", "C", "C", "N", "N", "C", "I", "C", "F", "F", "S", "F", "F", "F", "F", "F", "H", "H", "H", "H", "H", "H", "H", "H", "H", "H", "H", "C", "C", "N", "H", "H", "H", "C", "C", "N", "H", "H", "H", "C", "C", "N", "H", "H", "H", "C", "C", "N", "H", "H", "H", "C", "C", "N", "H", "H", "H", "C", "C", "N", "H", "H", "H"], "xyz": [[-0.1230, 0.8739, 1.4513], [0.7340, -0.1932, 1.3284], [0.5431, -0.9357, 2.4927], [0.3234, -1.1769, 0.1697], [-0.9219, -2.0531, 0.5138], [-2.2624, -1.2586, 0.6670], [-2.7067, -0.4369, -0.6162], [-2.7078, 1.0745, -0.2150], [-1.8541, 2.0811, -0.8724], [-1.9685, 3.4468, -0.3176], [-2.7516, 3.8109, 0.6827], [-3.5004, 2.8763, 1.1843], [-3.5802, 1.5705, 0.8637], [-4.9595, 0.3294, 1.9289], [2.2516, 0.1968, 1.3446], [2.5641, 0.5252, 2.6430], [3.0721, -0.8385, 1.0474], [2.7603, 1.6648, 0.2944], [1.9905, 2.7167, 1.2382], [4.1325, 1.8063, 1.1766], [3.6142, 0.6711, -0.6948], [1.5192, 1.5079, -0.7400], [3.2766, 2.9203, -0.5834], [1.1627, -1.8805, -0.0580], [0.1244, -0.5916, -0.7575], [-1.0547, -2.7772, -0.3419], [-0.8098, -2.6745, 1.4275], [-2.1940, -0.5560, 1.5318], [-3.0889, -1.9790, 0.8937], [-1.9170, -0.5300, -1.3897], [-3.6873, -0.7467, -1.0470], [-1.1870, 1.8330, -1.7120], [-1.3318, 4.2215, -0.7842], [-4.1090, 3.1664, 1.9575], [-1.8347, -5.5747, 3.1037], [-1.9805, -5.0489, 1.7290], [-2.0935, -4.6428, 0.6633], [-0.8054, -5.4525, 3.4393], [-2.4964, -5.0335, 3.7788], [-2.0927, -6.6326, 3.1236], [3.8970, -0.8317, 5.1509], [3.4236, -1.7820, 6.1796], [3.0570, -2.5188, 6.9756], [4.4891, -1.3593, 4.4046], [3.0458, -0.3632, 4.6633], [4.5118, -0.0603, 5.6133], [-3.2902, -2.3769, -4.1391], [-2.2939, -2.6463, -3.0824], [-1.5223, -2.8552, -2.2623], [-3.4415, -3.2725, -4.7406], [-4.2386, -2.0861, -3.6882], [-2.9382, -1.5710, -4.7798], [-0.7800, 1.9987, -5.1758], [-1.2837, 1.0550, -4.1570], [-1.6752, 0.3186, -3.3681], [-0.2062, 1.4578, -5.9278], [-1.6168, 2.5020, -5.6580], [-0.1400, 2.7447, -4.7071], [6.0383, -1.8209, 1.6525], [6.8682, -3.0153, 1.3876], [7.5100, -3.9405, 1.1823], [5.0297, -1.9830, 1.2809], [5.9973, -1.6295, 2.7239], [6.4671, -0.9532, 1.1523], [-0.9261, 6.8019, -3.2695], [-1.6184, 5.7614, -4.0612], [-2.1547, 4.9592, -4.6793], [-0.0081, 6.3954, -2.8459], [-0.6785, 7.6482, -3.9087], [-1.5723, 7.1430, -2.4614]], "atomic_forces_ev_per_a": [[1.10, -0.29, -0.28], [-1.19, -2.68, -0.27], [0.61, 0.95, -0.57], [-0.14, 0.20, 0.05], [-0.59, 0.03, -0.52], [-0.37, -0.33, -0.07], [1.22, 1.18, 0.87], [0.16, 1.21, -0.76], [-2.66, 0.13, 3.14], [0.89, -1.80, -1.42], [0.93, 0.15, -1.16], [-1.30, -1.70, 1.07], [1.39, -0.45, -1.65], [0.69, 1.04, -0.65], [0.41, -0.17, 2.13], [-0.43, 0.18, -1.29], [-1.33, 0.71, 0.04], [3.06, 0.97, -1.66], [0.18, -1.16, -0.71], [-1.53, 0.00, -0.45], [-0.97, 1.01, 0.57], [0.32, 0.28, 1.17], [-0.64, -1.03, 0.60], [-0.51, 0.78, 0.30], [0.24, -0.34, 0.60], [0.33, 0.99, 1.26], [0.31, 0.70, -0.62], [0.02, -0.64, -0.48], [0.88, 0.43, -0.05], [-0.94, -0.07, 0.47], [0.70, 0.29, 0.43], [-0.49, 0.14, 0.68], [-0.61, -0.32, 0.61], [0.32, 0.22, -0.34], [-0.02, 0.19, -0.48], [0.02, -0.44, 0.77], [-0.26, -0.22, -0.08], [-0.04, 0.00, -0.03], [0.02, -0.02, -0.04], [0.01, 0.05, -0.03], [-0.16, -0.32, 0.44], [0.32, 0.55, -0.61], [-0.12, -0.17, 0.16], [-0.05, -0.01, 0.05], [0.02, -0.06, 0.08], [-0.02, -0.05, 0.01], [0.33, -0.17, 0.33], [-0.57, 0.07, -0.68], [0.07, -0.15, -0.49], [0.01, 0.01, 0.07], [0.04, -0.02, 0.00], [0.02, -0.02, 0.07], [-0.17, -0.39, 0.21], [0.30, 0.46, -0.70], [0.06, 0.18, -0.31], [-0.01, -0.05, 0.09], [0.02, 0.03, 0.11], [-0.06, -0.02, 0.00], [0.34, -0.44, -0.12], [-0.48, 0.72, 0.18], [0.13, -0.22, -0.05], [0.09, -0.06, 0.00], [0.06, -0.02, -0.05], [-0.01, -0.04, 0.02], [-0.26, -0.36, -0.26], [0.39, 0.64, 0.43], [-0.05, -0.24, -0.01], [-0.02, 0.02, -0.05], [-0.02, -0.05, 0.01], [0.00, 0.00, -0.06]], "lowdin_charge": [0.089, -0.386, 0.082, -0.056, -0.222, -0.232, -0.171, -0.149, 0.085, -0.053, 0.094, -0.024, -0.550, 1.064, -0.393, 0.080, 0.108, 0.885, -0.130, -0.150, -0.160, -0.160, -0.134, 0.142, 0.113, 0.036, 0.093, 0.060, 0.084, 0.031, 0.124, 0.083, 0.121, 0.153, -0.050, -0.240, 0.156, 0.084, 0.081, 0.085, -0.059, -0.269, 0.126, 0.058, 0.056, 0.088, -0.056, -0.243, 0.176, 0.086, 0.082, 0.061, -0.050, -0.196, 0.171, 0.090, 0.069, 0.075, -0.064, -0.268, 0.131, 0.056, 0.062, 0.086, -0.060, -0.261, 0.138, 0.078, 0.087, 0.082], "lumo_ev": -4.4473, "e_above_lowest_kj_mol": 0.00, "total_charge": 1}

=====

{"formula": "C22H29FN4O", "method": "ωB97M-V/def2-TZVPD", "elements": ["C", "C", "N", "C", "C", "C", "C", "C", "C", "N", "C", "O", "C", "N", "C", "C", "N", "C", "C", "C", "C", "C", "C", "F", "C", "C", "C", "C", "H", "H", "H", "H", "H", "H", "H", "H", "H", "H", "H", "H", "H", "H", "H", "H", "H", "H", "H", "H", "H", "H", "H", "H", "H", "H", "H", "H", "H"], "xyz": [[4.1690, -5.1754, -2.7840], [2.8721, -4.9901, -3.5763], [2.4796, -3.6049, -3.6895], [2.9856, -2.8948, -4.8401], [2.0507, -2.9834, -6.0496], [1.6689, -3.0007, -2.7586], [1.3545, -3.6223, -1.5411], [0.5351, -3.0247, -0.6071], [-0.0025, -1.7647, -0.8420], [-0.8424, -1.1070, 0.0662], [-1.2335, -1.4828, 1.3021], [-0.9361, -2.5123, 1.8716], [-2.1725, -0.4526, 1.9441], [-1.8862, 0.8908, 1.4740], [-2.9811, 1.8367, 1.6184], [-3.1476, 2.3220, 3.0670], [-1.9230, 2.9071, 3.5699], [-1.6881, 4.2636, 3.4542], [-2.4885, 5.1175, 2.6827], [-2.2753, 6.4820, 2.6398], [-1.2455, 7.0628, 3.3566], [-0.4397, 6.2530, 4.1386], [-0.6719, 4.8965, 4.1885], [0.1267, 4.1699, 5.0172], [-0.8353, 1.9496, 3.4878], [-0.6669, 1.4515, 2.0421], [0.3041, -1.1291, -2.0403], [1.1143, -1.7313, -2.9793], [4.0598, -4.7847, -1.7760], [4.4254, -6.2302, -2.7268], [4.9871, -4.6454, -3.2666], [2.0647, -5.5616, -3.1122], [3.0097, -5.3868, -4.5868], [3.1597, -1.8485, -4.5766], [3.9555, -3.3264, -5.1053], [1.0766, -2.5648, -5.8112], [2.4723, -2.4385, -6.8905], [1.9104, -4.0209, -6.3440], [1.7584, -4.5915, -1.3006], [0.3144, -3.5309, 0.3176], [-1.1694, -0.1890, -0.2158], [-2.1063, -0.5822, 3.0328], [-3.1896, -0.7195, 1.6403], [-3.9034, 1.3719, 1.2637], [-2.7523, 2.6911, 0.9722], [-3.9674, 3.0345, 3.1540], [-3.3816, 1.4630, 3.7067], [-3.2933, 4.7084, 2.0933], [-2.9198, 7.0948, 2.0271], [-1.0734, 8.1264, 3.3173], [0.3630, 6.6611, 4.7330], [0.1002, 2.3888, 3.8212], [-1.0699, 1.1101, 4.1505], [0.1190, 0.6952, 2.0021], [-0.3716, 2.2965, 1.4095], [-0.1057, -0.1490, -2.2447], [1.3031, -1.1988, -3.8968]], "atomic_forces_ev_per_a": [[-0.26, -0.03, -0.14], [0.21, -0.05, 0.24], [0.18, -0.13, -0.21], [-0.23, 0.06, -0.22], [0.21, 0.07, 0.21], [-0.15, 0.08, 0.20], [0.07, -0.01, -0.21], [-0.13, 0.09, 0.13], [0.20, -0.28, -0.14], [-0.09, 0.30, -0.23], [-0.23, 0.37, 0.05], [0.05, -0.25, 0.12], [0.06, -0.04, 0.09], [-0.18, -0.04, -0.09], [-0.18, 0.15, 0.15], [-0.11, -0.02, -0.28], [-0.09, -0.27, 0.32], [0.09, 0.39, 0.07], [0.07, -0.15, 0.03], [0.01, 0.18, -0.01], [-0.05, 0.00, -0.03], [-0.01, -0.14, -0.03], [0.13, 0.10, 0.00], [-0.23, 0.01, -0.13], [0.31, -0.22, -0.35], [0.14, 0.08, 0.25], [-0.06, -0.11, 0.25], [0.10, 0.00, -0.08], [0.02, 0.03, 0.11], [0.10, -0.13, 0.04], [0.10, 0.04, -0.03], [0.02, -0.01, -0.11], [-0.09, -0.01, 0.05], [0.09, -0.07, -0.01], [0.00, 0.09, 0.06], [-0.11, 0.04, 0.00], [0.00, 0.05, -0.16], [-0.03, -0.10, -0.05], [0.08, -0.10, 0.00], [-0.01, -0.02, 0.04], [-0.01, -0.10, 0.22], [0.02, -0.08, -0.12], [0.03, 0.01, 0.06], [0.00, 0.03, -0.03], [-0.10, 0.01, 0.04], [-0.01, -0.05, 0.03], [-0.06, 0.05, -0.02], [-0.05, -0.09, -0.04], [-0.05, 0.04, -0.05], [0.02, 0.10, 0.00], [0.09, 0.00, 0.08], [-0.07, -0.03, 0.05], [0.07, 0.03, 0.01], [0.07, 0.04, -0.06], [0.09, -0.03, 0.07], [-0.04, 0.10, -0.04], [0.03, 0.02, -0.12]], "nbo_charge": [-0.619, -0.203, -0.457, -0.202, -0.619, 0.259, -0.295, -0.226, 0.171, -0.628, 0.663, -0.620, -0.317, -0.466, -0.228, -0.236, -0.429, 0.093, -0.210, -0.222, -0.234, -0.259, 0.354, -0.334, -0.234, -0.240, -0.223, -0.301, 0.211, 0.208, 0.204, 0.201, 0.194, 0.199, 0.194, 0.210, 0.208, 0.205, 0.210, 0.251, 0.420, 0.199, 0.221, 0.204, 0.197, 0.215, 0.199, 0.202, 0.213, 0.216, 0.229, 0.234, 0.194, 0.213, 0.200, 0.202, 0.209], "lumo_ev": 0.7143, "e_above_lowest_kj_mol": 0.00}